198
Properties=species:S:1:pos:R:3:forces:R:3 method="wB97M-V/def2-TZVPD" energy_ev=-91862.722 de_lowest_kcal_mol=59.7 fmax_ev_per_a=2.98 gap_ev=9.589
H 14.747 19.713 13.935 0.159 0.015 0.118
C 12.141 7.541 10.252 0.941 1.254 0.874
H 16.467 15.522 15.130 -0.576 -0.896 0.637
H 22.049 17.163 16.911 0.230 0.262 0.149
N 23.693 12.534 12.414 1.242 1.028 0.186
H 22.039 14.950 14.532 -0.248 -0.027 -0.546
C 15.995 13.523 15.369 -0.070 -0.668 -0.741
N 13.566 15.678 5.900 1.466 0.270 0.804
C 19.986 18.091 15.290 1.516 0.467 0.312
C 14.528 8.756 8.343 2.142 0.281 0.692
H 17.032 16.799 7.543 -0.079 -0.277 -0.558
C 17.470 17.813 9.132 1.715 -0.342 -0.032
H 16.406 17.746 13.901 -1.206 -0.964 0.777
H 16.482 8.719 7.716 0.534 0.080 0.727
C 18.904 9.177 16.039 -0.341 -1.694 0.939
H 24.270 11.760 12.715 0.098 -0.015 0.299
C 18.622 14.232 12.258 -0.194 -0.161 -2.296
H 17.954 9.160 16.643 0.928 0.191 -0.572
C 19.955 19.002 13.132 1.632 -1.234 -1.491
O 22.406 10.433 9.711 -0.562 0.224 0.687
H 9.189 11.731 10.148 -0.646 0.154 -0.203
H 14.108 12.647 7.144 -0.034 -1.198 0.757
H 19.117 14.559 11.286 -0.564 -0.241 1.068
H 13.535 10.667 8.823 -0.450 0.202 0.680
O 16.461 14.771 15.795 0.326 1.473 -0.480
O 18.091 9.758 8.540 0.066 0.175 -1.001
C 22.743 12.062 11.458 -1.106 -0.647 0.234
H 18.784 13.108 16.569 0.401 0.062 -0.519
O 12.310 8.323 9.092 -1.147 -0.227 0.641
H 16.663 18.135 15.318 0.282 -0.194 1.086
H 16.571 13.603 12.790 0.591 -0.095 -0.255
H 18.669 16.640 10.570 0.179 -0.107 0.008
H 23.164 8.509 9.485 0.140 -0.050 0.276
H 19.420 12.215 11.943 -0.254 -0.074 -0.407
H 12.868 17.528 9.406 0.649 0.127 -0.158
C 18.860 14.406 8.649 0.575 1.504 -0.730
H 12.860 7.932 11.020 -0.626 -0.595 -0.221
O 18.052 15.502 17.752 -1.139 0.498 -0.144
C 18.787 7.510 10.386 0.269 -2.031 0.779
H 17.365 15.264 17.068 1.243 -0.598 0.189
C 20.612 14.037 16.991 1.058 1.131 0.370
H 16.118 11.662 9.671 0.292 -0.278 -0.392
H 12.107 12.194 9.695 -0.271 -0.094 0.383
H 19.901 14.654 8.975 -0.666 -0.244 -0.537
H 15.161 10.781 8.098 -0.683 -0.095 -0.009
H 14.082 15.655 8.586 -0.494 -0.455 -0.210
H 18.896 18.112 15.279 -0.068 0.097 -0.377
H 15.014 8.616 9.351 -0.832 0.429 -0.476
H 15.352 11.691 11.245 0.661 0.603 0.073
H 18.757 14.250 7.559 0.554 0.305 0.214
C 18.513 16.676 9.485 -1.150 0.528 0.342
H 12.734 17.318 14.360 1.594 -0.435 -0.728
C 15.934 12.301 10.513 0.778 0.887 0.519
C 10.071 11.417 9.612 0.572 -0.296 1.684
H 20.710 13.369 17.840 0.303 -0.042 0.332
H 20.356 17.086 15.023 -0.295 0.144 -0.270
H 17.690 15.449 20.291 0.981 -0.768 0.545
H 18.732 12.528 13.541 0.487 0.076 -0.359
H 10.038 11.701 8.578 -0.224 -0.106 -0.532
H 13.715 10.414 7.085 0.495 -0.443 0.942
H 20.824 20.589 17.099 -0.165 -0.756 -0.055
H 23.831 15.689 15.720 0.156 0.082 -0.793
H 15.525 8.551 6.485 -0.437 -0.565 1.009
O 17.392 9.830 14.261 0.705 -0.284 0.085
H 16.421 16.709 17.873 0.099 0.146 0.400
H 13.162 14.156 8.953 -0.723 0.942 -0.045
O 24.197 15.825 11.793 -0.431 1.223 -0.361
H 19.294 10.445 7.035 0.437 -0.162 -0.693
C 22.155 13.159 10.630 0.646 1.818 -0.413
C 13.848 17.158 14.052 -1.639 -0.251 0.601
H 17.552 9.495 13.341 -0.136 0.124 0.711
C 23.524 16.929 12.470 0.536 0.494 -1.243
H 25.365 16.875 10.433 0.794 0.540 0.126
C 19.198 9.794 9.436 -0.855 0.648 0.764
H 21.448 12.782 9.906 -0.130 -0.209 -0.247
H 24.189 11.319 10.089 0.074 -0.203 0.387
H 15.161 11.762 16.255 -0.097 0.122 -0.121
O 12.059 15.955 8.280 0.254 -0.840 1.118
H 15.266 13.619 14.570 -0.422 0.382 -0.033
C 13.353 14.560 6.851 0.082 0.864 -0.824
H 12.332 6.498 10.081 0.139 -0.608 -0.186
H 20.247 17.993 12.749 -0.366 0.578 -0.442
H 20.263 12.545 15.708 -0.448 -0.446 -0.600
H 21.935 11.634 12.030 -0.624 -0.301 0.305
C 23.151 16.468 13.832 -2.128 -0.500 -0.100
H 16.803 12.958 14.838 -0.226 -0.023 0.993
C 22.892 9.400 8.918 0.686 -0.183 -0.441
H 24.856 15.295 9.976 0.323 -1.421 -0.965
H 14.500 13.248 5.593 -0.111 0.121 -0.268
H 19.448 16.893 8.968 0.165 0.038 -0.002
H 22.981 13.699 10.091 -0.659 -0.485 0.199
O 14.141 15.758 13.863 0.159 1.170 0.761
H 13.190 15.618 12.049 -0.363 -0.203 -0.095
H 12.207 15.370 13.581 -0.370 -0.336 -0.737
H 17.548 10.447 6.627 -0.482 -0.451 -0.373
H 20.323 19.780 12.428 0.059 -0.390 0.709
H 22.553 17.270 14.303 0.452 -0.028 -0.148
H 10.120 10.312 9.778 0.337 0.837 -0.518
H 13.433 19.697 15.083 -0.637 -0.052 0.172
H 18.742 11.051 15.153 0.082 0.706 0.220
C 14.688 17.915 15.109 -0.637 -2.647 -0.537
H 20.156 9.519 9.007 -0.014 -0.195 -0.492
H 22.318 13.493 16.161 0.191 -0.268 -0.073
H 16.006 12.724 17.380 0.203 0.386 0.612
H 20.256 14.991 17.346 -0.115 0.227 0.177
H 16.181 14.935 19.653 -0.982 -1.124 -0.323
H 16.331 17.629 10.919 -0.014 0.626 0.550
C 13.316 7.895 8.240 -0.061 0.351 -1.117
H 13.349 14.111 13.022 -0.016 -0.522 -0.222
H 19.390 9.959 13.981 0.510 -0.438 0.756
C 18.718 10.022 14.854 -1.791 1.097 -2.113
H 21.645 13.955 11.222 0.369 -0.731 -0.133
H 15.075 19.899 15.726 -0.653 -0.194 -1.043
N 17.855 9.424 11.568 -0.277 -1.819 -0.871
C 19.327 12.969 12.712 0.513 -0.361 1.271
C 24.249 16.037 14.746 0.674 -0.567 1.357
H 20.376 13.140 13.060 -0.871 0.217 -0.051
H 24.197 17.809 12.546 -0.088 -0.374 -0.258
H 14.366 13.231 16.791 0.200 0.272 0.199
H 19.451 14.025 15.214 -0.292 0.983 -1.343
H 17.835 17.336 18.702 0.357 0.228 0.230
H 24.925 16.822 15.025 0.310 0.865 0.000
C 18.290 10.618 7.374 0.645 -0.099 2.256
O 10.847 13.529 10.669 -0.001 -0.419 0.201
H 13.543 6.841 8.303 0.107 -0.385 0.262
C 14.448 19.383 14.934 1.460 0.878 1.136
H 22.110 9.102 8.236 -0.267 0.017 -0.268
H 22.441 18.626 16.304 -0.348 -0.057 0.315
H 18.198 17.887 7.286 0.287 0.049 -0.499
H 19.139 20.289 16.748 0.313 -0.779 0.260
O 17.958 15.450 9.018 -0.003 -0.212 0.234
H 17.804 10.401 11.600 0.199 2.018 -0.082
H 16.952 9.144 11.189 0.132 -0.133 -0.041
C 14.191 10.241 8.098 1.107 -0.298 -1.435
C 14.441 13.512 6.643 -1.429 0.356 -0.604
N 17.286 17.765 7.690 -0.672 0.415 0.285
H 19.818 17.716 17.390 0.611 -0.147 -0.496
H 18.160 7.374 9.524 -0.171 -0.246 -0.595
C 11.203 12.178 10.338 0.255 0.222 -1.268
H 14.025 17.634 13.083 -0.182 0.292 -0.111
H 22.706 14.685 13.072 -0.110 -0.498 -0.106
C 13.139 15.163 13.042 0.370 1.048 1.048
H 19.883 19.663 18.275 -0.241 0.542 0.468
C 20.032 19.819 17.219 0.469 -0.107 -0.610
H 19.289 10.814 9.807 0.247 0.419 -0.094
O 17.242 12.812 10.937 -1.680 -0.321 0.590
H 19.782 7.019 10.252 -0.830 0.346 -0.227
H 12.415 14.094 6.528 -0.081 0.003 0.245
H 18.388 15.097 14.083 -0.797 -0.316 0.282
H 24.335 13.204 11.965 -0.323 -0.225 0.330
C 18.948 8.947 10.682 0.353 1.246 1.093
O 20.584 19.080 14.380 -1.369 -0.235 1.472
C 15.337 12.806 16.543 0.272 -0.957 -1.102
H 19.656 15.538 13.315 -0.627 0.307 -0.451
H 19.856 9.084 11.297 -0.102 -0.001 -0.303
C 24.557 16.175 10.448 -1.383 1.218 1.536
C 17.172 13.914 11.907 -0.684 -1.503 -0.724
N 15.634 8.240 7.481 -1.115 0.493 -1.640
H 23.767 9.714 8.317 -0.200 -0.055 0.225
H 12.942 16.431 6.168 -0.215 0.069 -0.100
C 13.171 15.068 8.289 1.449 -0.317 -0.420
C 12.039 16.840 9.389 -2.012 1.605 -1.331
H 14.521 16.066 6.120 -1.123 -0.425 -0.461
C 19.698 13.419 16.021 -0.252 -1.690 1.640
H 15.417 13.758 6.950 1.235 0.650 0.698
H 12.911 8.094 7.257 -0.085 -0.283 -0.741
C 16.174 17.690 9.854 -0.579 -0.339 0.039
H 16.565 14.707 11.454 0.591 0.383 -0.088
H 19.086 8.133 15.724 0.041 0.324 0.376
H 11.894 16.446 10.359 0.202 -1.283 0.989
H 15.323 13.145 10.168 -0.089 -0.085 0.125
N 18.644 15.354 13.143 1.894 1.002 0.822
H 11.463 11.706 11.265 0.069 -0.281 0.511
N 16.059 17.457 14.866 1.724 1.670 -1.377
H 11.108 17.461 9.258 0.909 -0.430 -0.123
N 21.881 18.167 17.031 -0.846 -0.608 -0.669
H 18.883 19.028 13.085 -0.824 0.208 0.660
H 18.288 6.955 11.222 0.450 0.569 -0.494
C 20.434 18.364 16.734 -0.297 1.757 0.069
H 10.993 14.096 9.911 -0.032 0.068 -0.317
H 23.718 16.684 9.940 0.101 -0.504 0.000
H 15.714 16.748 9.659 -0.345 -0.951 -0.510
H 19.723 9.526 16.679 -0.085 -0.125 -0.131
H 18.249 11.664 7.684 -0.160 0.109 0.071
O 21.913 14.328 16.398 -0.601 -0.036 0.542
H 15.448 18.438 9.520 0.282 0.176 0.389
H 22.594 17.254 11.891 1.080 -0.561 0.622
H 17.897 18.787 9.414 0.221 -0.247 -0.156
H 16.354 16.433 20.624 0.016 -0.293 -1.205
C 16.792 15.768 19.827 0.749 2.315 0.439
H 23.661 10.150 11.345 0.151 -0.457 0.205
C 23.326 10.927 10.669 0.443 0.473 -1.868
H 18.577 13.484 9.076 -0.460 -0.895 0.997
H 11.125 7.654 10.618 -0.099 0.141 0.008
C 17.278 16.428 18.515 -1.168 -0.355 0.070
H 24.917 15.258 14.364 -0.451 -0.145 -0.264
N 22.171 15.362 13.598 0.288 0.352 0.919
H 14.416 17.539 16.141 0.191 0.531 -1.036